65
Properties=species:S:1:pos:R:3:forces:R:3 method="wB97M-V/def2-TZVPD" homo_lumo_gap_ev=6.3 energy_ha=-1997.39136 de_lowest_kj_mol=109.9 spin_multiplicity=1 charge=+3
Zr -0.176 -0.214 0.043 -0.88 0.36 0.74
C -3.345 2.368 -1.004 -0.06 -0.48 0.21
P -1.594 1.851 -0.891 0.18 1.97 -0.99
C -1.002 2.393 -2.551 -0.08 -0.16 0.02
C -0.798 3.098 0.211 -0.03 -0.34 0.07
C -1.543 4.123 0.790 -0.07 -0.12 0.03
C -0.932 5.089 1.575 0.04 -0.05 -0.05
C 0.436 5.047 1.788 0.08 -0.09 -0.05
C 1.190 4.027 1.228 0.01 -0.16 -0.05
C 0.589 3.034 0.456 -0.18 -0.22 -0.15
P 1.629 1.731 -0.321 0.73 1.58 0.88
C 2.603 2.706 -1.532 -0.16 -0.50 -0.52
C 2.921 1.354 0.929 -0.15 -0.25 -0.01
H -3.872 2.248 -0.059 -0.01 0.02 0.00
H -3.853 1.763 -1.755 0.05 -0.02 0.02
H -3.394 3.410 -1.327 0.16 -0.05 0.05
H -1.087 3.481 -2.617 0.02 -0.12 0.03
H -1.641 1.953 -3.321 0.08 -0.03 0.01
H 0.032 2.096 -2.744 -0.17 0.02 0.00
H -2.611 4.183 0.645 -0.04 0.01 -0.05
H -1.523 5.879 2.009 -0.07 0.07 0.05
H 0.921 5.800 2.388 0.04 0.10 0.05
H 2.257 4.013 1.391 0.10 0.03 0.09
H 3.097 3.517 -0.990 -0.13 -0.16 0.15
H 1.972 3.148 -2.302 -0.02 -0.05 0.03
H 3.361 2.083 -2.007 0.01 0.01 -0.02
H 3.534 2.237 1.121 -0.14 -0.01 -0.02
H 3.589 0.583 0.533 -0.07 0.03 0.06
H 2.479 1.006 1.869 0.10 0.04 -0.12
N 1.379 -1.720 0.420 1.03 -0.96 -0.10
C 1.866 -1.782 1.820 0.25 -0.15 0.84
C 3.196 -2.157 1.986 -0.15 0.09 -0.12
C 3.732 -2.360 3.243 -0.11 0.05 -0.04
C 2.924 -2.191 4.354 -0.01 0.00 -0.08
C 1.607 -1.805 4.195 0.04 -0.05 -0.21
C 1.029 -1.602 2.933 0.20 -0.10 -0.15
C -0.393 -1.164 2.921 -0.06 -0.04 0.35
C -1.248 -1.644 3.924 0.22 -0.01 -0.35
C -2.511 -1.110 4.106 -0.01 0.14 -0.07
C -2.952 -0.067 3.302 0.09 0.02 -0.36
C -2.146 0.375 2.259 -0.47 0.49 -0.03
C -0.864 -0.157 2.050 0.31 -0.39 -0.68
H 2.232 -1.618 -0.156 -0.43 -0.12 0.13
H 1.036 -2.673 0.211 0.08 0.44 -0.11
H 3.819 -2.327 1.118 0.08 -0.02 -0.14
H 4.760 -2.661 3.347 0.16 -0.05 0.01
H 3.316 -2.366 5.342 0.06 0.03 0.15
H 1.006 -1.648 5.075 -0.06 0.06 0.08
H -0.918 -2.450 4.561 0.03 -0.05 0.10
H -3.144 -1.484 4.896 -0.06 -0.06 0.07
H -3.919 0.382 3.468 -0.08 0.06 0.05
H -2.505 1.220 1.655 0.09 -0.40 0.20
C -1.814 -3.618 -3.378 0.27 0.03 -0.27
Sb -1.173 -2.068 -2.048 -1.12 -0.81 0.16
C -3.079 -1.191 -1.511 0.13 0.08 -0.14
C -1.323 -3.217 -0.197 0.12 0.09 -0.09
H -2.679 -4.117 -2.943 0.07 0.20 0.17
H -0.999 -4.326 -3.513 0.04 0.04 0.05
H -2.071 -3.190 -4.343 0.00 0.10 0.00
H -3.844 -1.967 -1.500 0.11 -0.09 0.13
H -3.386 -0.433 -2.228 0.06 0.10 0.02
H -3.001 -0.749 -0.505 -0.21 -0.08 -0.16
H -2.261 -3.775 -0.229 -0.05 0.23 0.01
H -1.359 -2.540 0.676 -0.06 -0.38 0.04
H -0.528 -3.954 -0.077 0.09 0.10 0.06